C10H13ClMoO3S | wB97M-V/def2-TZVPD

ΔE to the lowest compared entry with this formula, charge and spin ... 0.0 kcal/mol
2S+1 ... 3
E_tot ... -1540.431629 Eh
Charge ... +2
HOMO (spin up / spin down) ... -15.7 / -15.7 eV
Expectation value of S² ... 2.022
Lowest unoccupied orbital energy (spin up / spin down) ... -10.7 / -10.8 eV

Cartesian coordinates (Å):
Cl  0.3791  0.1077  -2.5006
C  -1.6438  2.0326  0.3038
C  -1.7841  1.0014  1.2931
C  -2.2451  -0.1873  0.6389
H  -1.6596  1.1183  2.3588
C  -2.3976  0.0927  -0.7676
C  -2.0212  1.4797  -0.9709
H  -2.1124  2.0082  -1.9156
H  -1.3399  3.0532  0.4953
H  -2.5606  -1.1113  1.1102
C  -2.8522  -0.8755  -1.8054
Mo  -0.3077  0.3520  -0.2093
C  0.6986  -0.6270  1.7246
C  1.8559  1.3486  -0.1771
O  1.0490  -1.0360  2.7346
O  2.9561  1.6451  -0.2835
H  -2.5976  -1.9027  -1.5152
H  -2.3500  -0.6723  -2.7568
H  -3.9378  -0.8403  -1.9712
C  2.5792  -3.5583  -1.7034
S  1.7568  -2.3380  -0.6734
C  0.3202  -3.2691  -0.1003
O  2.6909  -2.0904  0.4685
H  1.8857  -3.9215  -2.4629
H  2.9291  -4.3823  -1.0666
H  3.4224  -3.0510  -2.1885
H  0.5872  -3.7372  0.8574
H  -0.5419  -2.5932  0.0184
H  0.0711  -4.0211  -0.8614